16 unconnected molecules or ions with the total composition C89H216N16O16 in a non-equilibrium geometry. Source: the OMol25 dataset; level of theory: ωB97M-V with the def2-TZVPD basis set.

```
337
C89H216N16O16, DFT ωB97M-V with the def2-TZVPD basis set
C 12.65988 22.04890 22.15619
C 13.97964 22.43556 21.52234
C 14.79852 23.15676 22.60103
O 14.26044 24.40532 22.98731
C 14.31010 25.37522 21.97817
N 14.48606 21.15822 21.07131
H 12.84086 21.55240 23.10952
H 12.09004 21.41570 21.47616
H 12.06004 22.93276 22.37313
H 13.93494 23.05506 20.62662
H 15.82246 23.22622 22.23389
H 14.75046 22.66636 23.57330
H 13.66376 25.01396 21.17826
H 15.26570 25.53206 21.47783
H 13.94176 26.31540 22.38866
H 15.43820 21.22988 20.74210
H 14.37716 20.45012 21.78323
C 19.71832 17.79292 14.50541
C 18.46100 16.98758 14.68336
C 17.60960 17.03072 13.43397
O 17.31376 18.29672 12.94835
C 16.49144 18.33523 11.79174
N 18.90948 15.62332 15.06513
H 19.56914 18.83212 14.21232
H 20.43710 17.42140 13.77503
H 20.30126 17.77100 15.42618
H 18.00918 17.45828 15.55652
H 16.74796 16.38343 13.59736
H 18.17844 16.59358 12.61333
H 17.01585 17.84316 10.97262
H 16.30258 19.33358 11.39713
H 15.57874 17.76328 11.95893
H 19.75448 15.45840 14.53704
H 19.24180 15.63250 16.01885
C 17.22426 18.80384 20.18545
C 18.22764 20.02314 20.50313
C 19.53918 19.92894 19.60554
O 20.19992 21.19160 19.82494
C 21.34904 20.95874 20.60930
N 17.52047 21.30210 20.13100
H 16.45414 18.75855 20.95550
H 17.69814 17.82382 20.12995
H 16.67256 18.89954 19.25027
H 18.45062 20.17570 21.55912
H 19.30512 19.81805 18.54675
H 20.12464 19.03926 19.83745
H 21.14972 20.31028 21.46246
H 21.48640 21.95476 21.03024
H 22.21748 20.65258 20.02607
H 17.54024 21.24038 19.12308
H 18.12292 22.08458 20.34286
C 15.00784 23.78366 12.98640
C 15.64934 23.00850 11.79939
C 16.01484 23.98094 10.63601
O 14.90028 24.55306 9.92024
C 13.86310 23.67056 9.42919
N 16.80842 22.22980 12.15451
H 14.22958 24.46192 12.63656
H 15.74800 24.36196 13.53943
H 14.49872 23.09628 13.66198
H 14.96058 22.24364 11.44065
H 16.58886 23.42628 9.89377
H 16.68612 24.79184 10.91878
H 14.29386 23.10382 8.60375
H 13.22614 24.36582 8.88238
H 13.40518 23.00682 10.16258
H 16.94190 21.63566 11.34872
H 16.42600 21.56482 12.81153
C 12.66048 16.75098 15.19714
C 13.78470 17.27038 16.13794
C 13.53676 17.12902 17.65574
O 12.54718 18.02568 17.97119
C 12.50766 18.20688 19.34455
N 14.89272 16.42500 15.84894
H 12.85694 16.82553 14.12759
H 11.71528 17.26072 15.38385
H 12.53166 15.69662 15.44168
H 13.99424 18.32430 15.95499
H 14.45678 17.27722 18.22117
H 13.19626 16.11197 17.85007
H 12.23728 17.24208 19.77368
H 11.68338 18.87652 19.59003
H 13.41824 18.43217 19.89968
H 14.88394 15.58766 16.41362
H 14.80410 16.14092 14.88377
C 10.86244 21.14132 17.79042
C 12.23076 21.65062 17.30738
C 12.57000 23.07606 17.82286
O 11.72982 24.14464 17.36449
C 12.02416 24.43848 16.02847
N 13.23238 20.66692 17.73005
H 10.08090 21.68326 17.25788
H 10.75714 21.17430 18.87483
H 10.71034 20.14018 17.38707
H 12.26666 21.61168 16.21867
H 13.63010 23.32320 17.76623
H 12.38532 22.98638 18.89335
H 11.88486 23.60254 15.34297
H 13.03650 24.82490 15.91034
H 11.41630 25.29580 15.73934
H 12.95008 19.70170 17.63640
H 13.60686 20.79409 18.65940
C 19.85208 20.21916 11.82764
C 20.61416 21.54158 11.86097
C 21.91014 21.56950 11.02067
O 22.63154 22.73974 11.35068
C 23.90270 22.86290 10.78311
N 19.71752 22.60394 11.46224
H 20.52614 19.39168 12.04907
H 19.30082 20.03748 10.90502
H 19.08808 20.27852 12.60282
H 20.89082 21.68392 12.90562
H 21.79348 21.57948 9.93698
H 22.53036 20.67872 11.12036
H 23.85058 22.92580 9.69617
H 24.56098 22.03884 11.05826
H 24.29724 23.82124 11.12078
H 18.81092 22.46098 11.88382
H 19.97084 23.45672 11.94045
C 13.74120 12.25982 17.16186
C 14.83616 12.91476 16.36468
C 15.96340 13.54362 17.15926
O 15.35216 14.50200 18.01958
C 16.31589 15.25676 18.82921
N 15.36150 11.84120 15.51014
H 13.02512 13.01848 17.47775
H 14.04448 11.61134 17.98381
H 13.18464 11.56040 16.53801
H 14.33584 13.62716 15.70873
H 16.69410 13.96912 16.47141
H 16.48276 12.77056 17.72561
H 16.95248 14.56802 19.38462
H 15.78464 15.92570 19.50627
H 16.87030 15.81058 18.07159
H 16.32356 12.05186 15.28610
H 15.55936 11.05010 16.10606
C 20.86792 18.42188 23.53341
C 19.96700 18.38872 24.72626
C 19.00692 19.54966 24.89608
O 19.68790 20.82771 24.72905
C 18.87910 21.90378 24.29431
N 19.37672 17.04624 24.69915
H 21.38120 17.47604 23.36016
H 21.67488 19.15462 23.53056
H 20.28292 18.62150 22.63562
H 20.63793 18.25812 25.57531
H 18.43110 19.41184 25.81125
H 18.23878 19.42554 24.13277
H 18.93291 21.77446 23.21335
H 19.28362 22.89292 24.50900
H 17.83620 21.88938 24.61096
H 20.02103 16.32853 24.39934
H 19.14988 16.88256 25.66965
C 25.84970 20.38756 13.33102
C 24.88122 19.91286 14.38313
C 23.40872 20.03682 13.98397
O 22.52156 19.61756 14.96990
C 22.56742 20.26092 16.20061
N 25.26100 18.57916 14.80744
H 25.69104 21.39198 12.93853
H 25.66396 19.81068 12.42503
H 26.86636 20.19584 13.67416
H 25.08024 20.46058 15.30427
H 23.33784 19.46440 13.05909
H 23.12998 21.05438 13.71012
H 23.31918 19.72564 16.78063
H 21.68400 20.04988 16.80321
H 22.74104 21.32198 16.02140
H 25.56868 18.09395 13.97678
H 24.42966 18.09840 15.12021
C 17.85040 20.63012 15.43182
C 16.60842 21.08616 16.26719
C 16.79421 22.51578 16.74433
O 17.87032 22.52330 17.63224
C 18.06803 23.81472 18.21091
N 15.43106 20.96217 15.43816
H 18.70388 20.53480 16.10308
H 18.07070 21.28178 14.58630
H 17.61312 19.61300 15.11998
H 16.51184 20.34562 17.06116
H 15.85950 22.80602 17.22413
H 16.87860 23.28498 15.97666
H 18.80878 23.71592 19.00441
H 17.25438 24.37714 18.66887
H 18.63608 24.36556 17.46124
H 14.64038 20.78136 16.04002
H 15.53016 20.09818 14.92455
C 20.68780 25.76266 15.57591
C 20.21382 24.72440 14.51881
C 18.71740 24.90884 14.19881
C 18.38268 26.18964 13.39961
C 19.27226 26.33302 12.15824
C 20.80878 25.99970 12.37070
N 20.95828 24.83196 13.26009
O 22.28136 24.47754 13.35479
C 21.45742 25.63292 10.98913
C 21.49698 27.32656 12.95223
C 20.33551 23.25662 15.15975
H 21.77090 25.87922 15.53811
H 20.44044 25.37596 16.56454
H 20.24688 26.75848 15.53095
H 18.26810 24.05348 13.69425
H 18.11800 25.05440 15.09749
H 18.59054 27.03550 14.05490
H 17.34316 26.26948 13.08155
H 19.19986 27.38138 11.86871
H 18.93246 25.67364 11.35960
H 21.27432 26.37326 10.21036
H 22.52912 25.43640 11.01998
H 21.00244 24.74026 10.55988
H 20.94068 27.79034 13.76682
H 22.47806 27.10574 13.37277
H 21.50080 28.08014 12.16469
H 19.85465 23.10512 16.12614
H 21.38362 22.98960 15.29476
H 19.89244 22.51358 14.49667
H 22.38888 23.93352 12.57115
C 19.85054 26.51476 20.54275
C 21.24838 26.92028 21.10403
C 22.34792 25.78062 20.84054
C 22.78462 25.71876 19.37917
C 23.37196 27.01148 18.92373
C 22.43650 28.21988 19.16592
N 21.81282 28.13536 20.51245
O 21.05882 29.19164 20.79859
C 23.37502 29.47156 19.10082
C 21.41254 28.32886 17.96891
C 20.88780 27.07310 22.59264
H 19.13841 27.31026 20.76223
H 19.65572 25.50908 20.91524
H 19.76176 26.54554 19.45681
H 23.16464 25.98458 21.53298
H 21.97446 24.76800 20.99299
H 21.95054 25.51040 18.70909
H 23.49612 24.89754 19.29300
H 23.64298 27.02974 17.86812
H 24.22224 27.13440 19.59455
H 23.89954 29.43704 18.14595
H 22.89102 30.44794 19.12470
H 24.12354 29.39336 19.88929
H 20.84706 29.25682 18.05394
H 21.91758 28.37508 17.00407
H 20.69198 27.51126 17.94882
H 21.69296 27.56092 23.14201
H 20.86262 26.10324 23.08946
H 19.95706 27.59024 22.82590
H 21.68948 29.73044 21.28186
C 16.54044 27.94444 16.06580
C 16.43784 28.63138 17.42052
C 17.87978 28.63766 17.96271
C 17.98248 29.51826 19.26443
C 17.46310 30.93702 18.89074
C 15.99436 30.93792 18.30083
N 15.87790 30.00136 17.19191
O 14.61982 29.98570 16.57736
C 14.88150 30.71586 19.40496
C 15.93584 32.40073 17.75681
C 15.61478 27.72708 18.35354
H 15.57920 27.89698 15.55407
H 16.89662 26.91460 16.09189
H 17.09322 28.55618 15.35285
H 18.22841 27.64926 18.26209
H 18.54653 29.15782 17.27497
H 19.02886 29.80040 19.38114
H 17.49900 29.05966 20.12699
H 18.16248 31.27818 18.12747
H 17.54736 31.55270 19.78625
H 13.86914 30.54924 19.03690
H 15.06072 29.77928 19.93298
H 14.89396 31.57978 20.06948
H 16.60106 32.62134 16.92201
H 14.93750 32.62276 17.37980
H 16.14226 33.15032 18.52076
H 16.09680 26.75826 18.48440
H 14.65032 27.43306 17.93947
H 15.56938 28.00998 19.40522
H 14.81100 30.04480 15.63845
C 21.38304 16.70624 18.14923
C 22.21948 15.97016 19.20430
C 21.68960 16.46908 20.57147
C 20.35794 15.73850 20.96246
C 20.50390 14.21640 20.89798
C 21.03022 13.74962 19.55801
N 22.22006 14.51130 19.23305
O 22.89022 14.00258 18.12102
C 21.44160 12.30140 19.86375
C 19.93213 13.67394 18.40916
C 23.70240 16.50004 19.11002
H 21.67312 16.39774 17.14485
H 21.51876 17.78772 18.15684
H 20.31964 16.54694 18.32780
H 22.38604 16.27868 21.38806
H 21.50338 17.54294 20.55622
H 19.53852 16.13116 20.36040
H 20.06980 16.02574 21.97368
H 19.58782 13.67698 21.13869
H 21.18672 14.06702 21.73436
H 20.69267 11.72352 20.40530
H 21.50226 11.86152 18.86830
H 22.29820 12.20904 20.53144
H 19.04713 13.11816 18.71898
H 19.44502 14.58002 18.04882
H 20.22492 13.33170 17.41657
H 24.16816 16.30596 18.14385
H 24.26504 16.00924 19.90418
H 23.80450 17.55414 19.36799
H 23.66846 13.59490 18.50801
C 9.99682 21.33940 13.94887
C 10.80540 21.64092 12.66611
C 12.35396 21.42162 12.91580
C 12.90100 20.02584 12.77579
C 12.41560 19.46050 11.41244
C 10.84078 19.40802 11.27187
N 10.38951 20.81058 11.49824
O 9.03804 21.01576 11.25993
C 10.63228 18.95972 9.80268
C 10.22560 18.33147 12.22537
C 10.55518 23.14858 12.31995
H 10.23306 20.30898 14.21443
H 8.95546 21.38298 13.62987
H 10.32300 21.83538 14.86305
H 12.99880 22.10672 12.36543
H 12.53376 21.75146 13.93901
H 12.52946 19.46670 13.63452
H 13.99000 20.02498 12.82204
H 12.82986 18.45468 11.34309
H 12.80004 20.06023 10.58744
H 11.30508 18.14817 9.52543
H 9.60931 18.64528 9.59597
H 10.84814 19.77606 9.11342
H 10.54802 17.36628 11.83479
H 10.53956 18.40230 13.26676
H 9.14263 18.44277 12.27902
H 9.61520 23.57088 12.67517
H 10.51136 23.31052 11.24294
H 11.36570 23.83718 12.55866
H 9.03562 21.76288 10.65711
```

The spin multiplicity is 1. The value obtained for the total energy is -152381.926 eV. Its net charge is 0. Its maximum force is 4.0 eV/A.

Here are the Löwdin charges for atoms 1 to 2, given in e: -0.06 -0.45

***

2 unconnected molecules or ions with the total composition C7H12N4OS in a non-equilibrium geometry. Source: the OMol25 dataset; level of theory: ωB97M-V with the def2-TZVPD basis set.

```
25
C7H12N4OS, DFT ωB97M-V with the def2-TZVPD basis set
C -2.36394 0.66713 3.43039
C -1.31804 -0.03432 2.90842
C -3.26142 1.23117 2.55275
C -1.20053 -0.14879 1.50935
C -3.11010 1.25596 1.18288
C -2.06112 0.49058 0.58487
C 4.59810 -1.65825 -2.66155
N 0.94119 0.89620 -1.16658
N -1.90694 0.43889 -0.77532
N 3.47600 -1.54592 -1.78870
N 2.45565 -0.94625 -2.13917
O 0.11654 -1.47072 -1.44192
S 1.22221 -0.77906 -0.87211
H -2.48473 0.74972 4.42180
H -0.61246 -0.53549 3.65176
H -4.07148 1.82630 2.82326
H -0.44611 -0.69591 0.91978
H -3.91333 1.91057 0.65137
H 5.48604 -1.07255 -2.29990
H 4.63070 -2.69894 -2.85521
H 4.24842 -1.25740 -3.56624
H 0.31247 1.36141 -0.57339
H -1.25551 -0.20629 -1.15739
H 1.79161 1.44995 -0.96607
H -2.31684 1.24971 -1.19468
```

The spin multiplicity is 1. The value obtained for the total energy is -26292.999 eV. Its net charge is 0. Its maximum force is 3.8 eV/A.

Here are the Löwdin charges for atoms 1 to 2, given in e: -0.12 -0.09

***

2 unconnected molecules or ions with the total composition C2HNO5 in a non-equilibrium geometry. Source: the OMol25 dataset; level of theory: ωB97M-V with the def2-TZVPD basis set.

```
9
C2HNO5, DFT ωB97M-V with the def2-TZVPD basis set
C 1.26287 -0.07053 0.02632
C -0.82863 -0.67954 -0.11651
H -0.46740 1.62696 1.66365
N -0.74530 0.69263 -0.56822
O -1.38048 1.35688 0.50871
O 0.66001 1.09054 -0.56142
O 2.45604 -0.16099 0.35298
O 0.46300 -1.25384 -0.02730
O -1.81370 -1.27945 0.08391
```

The spin multiplicity is 1. The value obtained for the total energy is -13811.584 eV. Its net charge is 0. Its maximum force is 5.9 eV/A.

Here are the Löwdin charges for atoms 1 to 2, given in e: -0.39 -0.46